Record 1
Formula: C6H29NO7
Source: the Open Molecules 2025 dataset
Level of theory: ωB97M-V with the def2-TZVPD basis set

ΔE to the lowest compared entry with this formula, charge and spin	57.17	kcal/mol
LUMO level	0.4	eV

Element x y z (Å)
N -0.73761 -0.93999 -0.52573
H -1.38120 -0.66938 -1.27822
H 0.00782 -1.54200 -0.91178
H -1.17502 -1.50810 0.20177
H -0.23983 -0.08061 -0.15396
O 0.63992 1.22680 0.02064
H 0.24856 2.03343 -0.32707
C 3.58490 0.83453 -1.62285
O 2.26049 0.99269 -2.05993
H 4.07951 1.80154 -1.45864
H 3.61451 0.32386 -0.65199
H 4.14181 0.28238 -2.37972
H 1.62289 1.04186 -1.29868
C -1.49369 3.75975 0.73651
O -1.64213 2.39522 1.06276
H -0.62767 4.17504 1.27195
H -1.26570 3.89778 -0.33098
H -2.37083 4.34129 1.00321
H -0.80215 1.91607 0.86796
C -2.87881 1.11085 -2.31009
O -2.80028 -0.32441 -2.39122
H -2.70193 1.39510 -1.27321
H -2.12669 1.61211 -2.92291
H -3.88065 1.40968 -2.61958
H -3.16858 -0.62473 -3.22480
C -2.00431 -1.61906 2.56000
O -1.99731 -2.62184 1.53013
H -2.65495 -0.78130 2.30115
H -2.27848 -2.03894 3.52791
H -0.98943 -1.23078 2.66281
H -2.70202 -3.23537 1.75182
C 1.57327 -0.09841 3.02963
O 1.38449 -0.67667 1.74486
H 2.62506 0.12931 3.22091
H 0.93765 0.78379 3.14012
H 1.25598 -0.82707 3.78229
H 1.20244 0.06904 1.13480
C 2.39210 -2.54223 -1.40684
O 1.04872 -3.01619 -1.18409
H 2.98092 -3.24333 -2.00176
H 2.32519 -1.59554 -1.93773
H 2.87754 -2.40553 -0.43866
H 1.11549 -3.91064 -0.84078

---

Record 2
Formula: C4H10N3
Source: the Open Molecules 2025 dataset
Level of theory: ωB97M-V with the def2-TZVPD basis set

ΔE to the lowest compared entry with this formula, charge and spin	58.81	kcal/mol
spin multiplicity	3
charge	+1
LUMO level (spin up / spin down)	-3.5 / -7.3	eV

Element x y z (Å)
C 1.62116 -0.80728 0.13225
C 1.49861 0.73493 0.32371
C -0.60311 -0.25440 -0.24132
C -1.22329 -0.20005 1.16403
N 0.54831 -1.34655 -0.20017
N -1.55104 -0.41161 -1.24808
N 0.30364 0.88981 -0.58200
H 2.62878 -1.09845 0.32218
H 1.32447 0.89816 1.35012
H 2.33603 1.26864 -0.23260
H -2.06979 -0.87361 1.17262
H -1.60739 0.77262 1.46019
H -0.40124 -0.45247 1.79115
H -2.28887 -1.04035 -1.03354
H -1.23253 -0.73142 -2.22312
H -0.01376 1.86079 -0.37068
H 0.73000 0.79124 -1.58474

---

Record 3
Formula: C6H12BN2O2
Source: the Open Molecules 2025 dataset
Level of theory: ωB97M-V with the def2-TZVPD basis set

ΔE to the lowest compared entry with this formula, charge and spin	25.88	kcal/mol
charge	+1
LUMO level	-3.1	eV

Element x y z (Å)
B 3.04892 0.42877 0.09517
C -1.17646 -2.14731 -0.29368
C -1.78588 -1.01860 -0.62634
C 0.02502 -1.99019 0.65162
C -1.44924 0.44110 -0.27328
C -0.24662 0.34273 0.57541
C -1.21208 1.33321 -1.51051
N 0.37816 -0.65210 1.04466
N 0.19433 1.62538 1.09532
O 3.45409 -0.76741 0.12261
O 2.49479 1.52912 0.20163
H -1.45253 -3.14680 -0.41941
H -2.82846 -1.14871 -1.10443
H -0.22609 -2.47155 1.64228
H -2.12700 0.95745 0.31311
H -2.04589 1.21871 -2.22696
H -0.34024 1.12301 -2.01253
H -1.27679 2.36889 -1.18711
H -0.21236 2.53181 0.84001
H 1.28181 1.74924 0.85373
H 0.25883 1.51949 2.18746
H 4.27636 -1.33736 -0.16286
H 0.96734 -2.48887 0.19411

---

Record 4
Formula: C43H51ClF3GeN2O11PSSbSeSiTeTl
Source: the Open Molecules 2025 dataset
Level of theory: ωB97M-V with the def2-TZVPD basis set

ΔE to the lowest compared entry with this formula, charge and spin	21.48	kcal/mol
charge	-2
LUMO level	3.6	eV

Element x y z (Å)
Tl 0.11800 0.44541 0.78848
O -1.59582 3.21484 -1.67636
S -0.68283 2.75613 -0.64293
O 0.23047 3.77586 -0.15954
O -1.46353 2.14710 0.50234
O 0.14513 1.55957 -1.16545
O 2.60746 -4.93713 -0.40557
C 3.05001 -4.72773 0.81624
O 3.73889 -5.52365 1.41578
C 2.63581 -3.43221 1.41565
C 2.96342 -2.95415 2.66992
Cl 3.85039 -3.68838 3.92490
N 2.36561 -1.74444 2.82713
N 1.65816 -1.43350 1.72511
C 1.81229 -2.42407 0.87979
C 1.09309 -2.39302 -0.44395
O 1.28836 -3.37933 -1.18735
O 0.35689 -1.40777 -0.68954
C 2.31714 -0.89552 3.97651
C 3.46645 -0.59790 4.69125
C 3.38059 0.25345 5.78038
C 2.16649 0.82442 6.13462
C 1.02474 0.51546 5.41330
C 1.09275 -0.36030 4.34197
H 2.00525 -4.17470 -0.71240
H 4.41642 -1.01560 4.39253
H 4.27757 0.50022 6.33464
H 2.11889 1.52216 6.96126
H 0.07164 0.96128 5.66618
H 0.20051 -0.62797 3.79212
C -3.77780 -3.97403 1.98221
Si -3.24933 -2.61468 3.15652
C -2.29801 -3.36629 4.58516
C -4.77614 -1.77116 3.83398
C -2.14982 -1.42683 2.32826
C -1.33877 -0.67696 1.82295
H -4.10549 -4.85674 2.53691
H -2.95055 -4.26996 1.33332
H -4.60340 -3.65048 1.34371
H -2.91916 -4.05646 5.16223
H -1.93730 -2.58670 5.25996
H -1.42683 -3.91668 4.22237
H -5.40951 -2.48926 4.36161
H -5.36619 -1.32150 3.03226
H -4.50708 -0.97605 4.53220
C 4.94578 -0.19913 -6.27238
Ge 3.51147 0.15032 -4.95873
C 2.96459 2.01938 -5.14184
C 1.99053 -1.00288 -5.38082
C 4.16385 -0.33428 -3.18166
Se 2.90041 0.28878 -1.81443
C 3.54103 2.11911 -1.68692
H 4.60812 0.03809 -7.28343
H 5.23415 -1.25155 -6.24592
H 5.82987 0.40320 -6.05551
H 2.52723 2.17262 -6.13024
H 3.80378 2.70616 -5.02643
H 2.21672 2.26302 -4.38512
H 1.41805 -0.61178 -6.22312
H 1.32990 -1.06467 -4.51406
H 2.32840 -2.01135 -5.62451
H 5.17138 0.01410 -2.95461
H 4.15854 -1.42433 -3.11593
H 4.01237 2.41220 -2.62265
H 4.24835 2.20809 -0.86608
H 2.67740 2.74847 -1.48095
C 0.47563 4.67718 4.34363
C -0.01725 4.14592 3.01046
O 0.62932 2.91264 2.68157
P 2.07969 2.84130 1.98335
O 1.99096 1.51136 1.20423
Te 3.10203 4.84929 1.24753
O 2.91808 2.35988 3.31961
C 4.26516 2.68237 3.61786
C 5.23966 1.82173 2.83072
H -0.02702 5.61884 4.57461
H 1.55044 4.85768 4.29683
H 0.28158 3.95739 5.14239
H 0.16184 4.86182 2.20785
H -1.08081 3.91226 3.03240
H 4.37574 2.52662 4.69384
H 4.45157 3.73485 3.39720
H 5.19509 0.77928 3.14917
H 6.26007 2.19183 2.95418
H 4.97950 1.86230 1.77196
F -4.90513 -5.53169 -3.53913
C -4.42898 -4.30268 -3.19599
C -4.15762 -4.04004 -1.87036
C -3.67210 -2.78089 -1.54276
C -3.47996 -1.78073 -2.50250
C -3.74162 -2.11215 -3.82982
C -4.22224 -3.36868 -4.18695
Sb -2.50268 0.03389 -1.74382
C -2.45369 0.94574 -3.69556
C -3.59915 1.19917 -4.44405
C -3.51813 1.75848 -5.71536
C -2.26957 2.05199 -6.22094
F -2.18214 2.58918 -7.46961
C -1.11019 1.82045 -5.51206
C -1.21248 1.26498 -4.24331
C -4.41049 0.88677 -1.15144
C -4.79581 2.17273 -1.52501
C -6.01793 2.70041 -1.12384
C -6.83636 1.93177 -0.32444
F -8.04821 2.43094 0.05106
C -6.46929 0.67921 0.11787
C -5.24626 0.16767 -0.30126
H -4.30009 -4.81168 -1.12435
H -3.41217 -2.57859 -0.50773
H -3.56963 -1.38304 -4.61209
H -4.42232 -3.62710 -5.21909
H -4.57474 0.95467 -4.03975
H -4.40188 1.96458 -6.30578
H -0.15195 2.08220 -5.94219
H -0.31467 1.10431 -3.65475
H -4.11508 2.78060 -2.10948
H -6.33297 3.69348 -1.41788
H -7.12829 0.12472 0.77408
H -4.95031 -0.81713 0.04468